Entry from OMol25: 8 unconnected molecules or ions with the total composition H16O8 at a distorted geometry (the ωB97M-V functional and the def2-TZVPD basis).

The geometry in XYZ format:
```
24
Properties=species:S:1:pos:R:3:mulliken_charge:R:1
O 0.202 -0.611 0.297 -0.55
H -0.326 0.027 -0.144 0.23
H 0.786 -0.106 0.935 0.34
O -0.250 -3.820 1.489 -0.63
H -0.024 -3.103 2.078 0.33
H 0.356 -3.601 0.718 0.29
O 0.064 -0.767 3.789 -0.60
H -0.549 -0.109 3.945 0.29
H 0.967 -0.398 3.750 0.32
O 1.474 3.219 0.157 -0.62
H 1.013 3.076 -0.630 0.29
H 0.793 3.361 0.854 0.32
O 2.238 1.090 -2.744 -0.63
H 2.051 1.394 -3.599 0.31
H 1.588 0.457 -2.378 0.33
O -1.478 1.492 -3.823 -0.64
H -2.064 1.151 -3.034 0.33
H -0.777 1.973 -3.391 0.30
O 2.911 -1.866 1.088 -0.62
H 2.562 -2.295 0.346 0.28
H 3.584 -1.243 0.726 0.32
O -5.180 1.030 -0.293 -0.64
H -4.242 1.065 0.110 0.32
H -5.553 0.220 0.025 0.32
```

Properties
* structure (SMILES): O.O.O.O.O.O.O.O
* total charge: 0
* strongest force on any atom: 3.6 eV Å⁻¹
* ΔE to the lowest compared entry with this formula, charge and spin: 79.9 kcal/mol
* gap between HOMO and LUMO: 10.4 eV

---

Entry from OMol25: 8 unconnected molecules or ions with the total composition H16O8 (the ωB97M-V functional and the def2-TZVPD basis).

The geometry in XYZ format:
```
24
Properties=species:S:1:pos:R:3:mulliken_charge:R:1
O 10.226 12.857 6.094 -0.62
H 11.020 13.192 6.528 0.30
H 10.545 12.197 5.465 0.32
O 6.890 12.451 4.537 -0.66
H 7.534 13.179 4.427 0.45
H 7.033 11.889 3.771 0.25
O 9.499 11.857 2.698 -0.59
H 10.034 11.586 1.928 0.42
H 8.881 11.124 2.846 0.28
O 11.445 11.004 0.875 -0.74
H 11.870 10.237 0.470 0.30
H 12.009 11.228 1.630 0.34
O 7.411 9.831 3.434 -0.68
H 6.473 9.648 3.285 0.28
H 7.876 9.103 2.998 0.29
O 8.492 9.781 6.133 -0.62
H 7.862 9.313 6.689 0.30
H 8.070 9.824 5.257 0.40
O 8.751 14.591 4.263 -0.69
H 9.683 14.431 4.453 0.32
H 8.647 14.355 3.330 0.31
O 11.102 13.176 -1.040 -0.62
H 11.727 13.253 -1.768 0.32
H 11.444 12.457 -0.485 0.36
```

Properties
* structure (SMILES): O.O.O.O.O.O.O.O
* total charge: 0
* strongest force on any atom: 0.7 eV Å⁻¹
* ΔE to the lowest compared entry with this formula, charge and spin: 52.2 kcal/mol
* gap between HOMO and LUMO: 9.8 eV

---

Entry from OMol25: 8 unconnected molecules or ions with the total composition H16O8 at a distorted geometry (the ωB97M-V functional and the def2-TZVPD basis).

The geometry in XYZ format:
```
24
Properties=species:S:1:pos:R:3:mulliken_charge:R:1
O 10.899 18.727 -7.786 -0.63
H 11.641 19.252 -7.452 0.32
H 10.373 18.479 -7.015 0.27
O 7.293 22.732 -8.630 -0.89
H 7.965 22.813 -9.326 0.35
H 6.702 22.076 -8.986 0.34
O 9.232 21.363 -7.488 -0.78
H 9.111 20.498 -7.859 0.39
H 8.449 21.842 -7.779 0.37
O 10.100 18.858 -10.321 -0.67
H 10.436 18.930 -9.449 0.37
H 9.632 18.020 -10.329 0.30
O 5.231 23.392 -7.208 -0.67
H 6.049 23.140 -7.663 0.46
H 5.132 24.298 -7.512 0.31
O 10.800 20.939 -5.246 -0.62
H 10.201 21.182 -5.963 0.41
H 10.548 21.555 -4.549 0.30
O 9.279 21.282 -10.165 -0.74
H 9.694 21.442 -9.285 0.43
H 9.645 20.408 -10.295 0.39
O 7.727 19.121 -8.211 -0.62
H 8.022 18.387 -7.666 0.30
H 7.078 19.515 -7.613 0.31
```

Properties
* structure (SMILES): O.O.O.O.O.O.O.O
* total charge: 0
* strongest force on any atom: 2.0 eV Å⁻¹
* ΔE to the lowest compared entry with this formula, charge and spin: 50.1 kcal/mol
* gap between HOMO and LUMO: 10.6 eV

---

Entry from OMol25: 8 unconnected molecules or ions with the total composition H16O8 (the ωB97M-V functional and the def2-TZVPD basis).

The geometry in XYZ format:
```
24
Properties=species:S:1:pos:R:3:mulliken_charge:R:1
O 2.321 -2.647 2.039 -0.64
H 1.408 -2.311 2.000 0.40
H 2.850 -1.902 2.346 0.34
O 1.792 0.522 -2.156 -0.62
H 2.498 -0.111 -1.970 0.31
H 2.129 1.366 -1.826 0.31
O -3.476 -0.692 1.359 -0.63
H -2.576 -0.885 1.643 0.31
H -3.475 0.253 1.164 0.32
O -0.178 -0.820 -3.810 -0.63
H -0.181 -0.676 -2.860 0.31
H 0.741 -0.691 -4.062 0.32
O -0.027 0.572 0.782 -0.59
H -0.302 -0.263 1.182 0.23
H -0.029 0.405 -0.171 0.30
O -1.903 2.515 -1.733 -0.63
H -1.539 2.129 -2.540 0.32
H -1.207 2.415 -1.073 0.30
O 1.016 3.214 1.198 -0.63
H 0.595 2.361 0.996 0.40
H 1.137 3.206 2.152 0.32
O -0.536 -2.262 1.827 -0.73
H -0.307 -2.761 1.028 0.33
H -0.750 -2.938 2.485 0.30
```

Properties
* structure (SMILES): O.O.O.O.O.O.O.O
* total charge: 0
* strongest force on any atom: 0.5 eV Å⁻¹
* ΔE to the lowest compared entry with this formula, charge and spin: 51.1 kcal/mol
* gap between HOMO and LUMO: 11.0 eV

---

Entry from OMol25: 8 unconnected molecules or ions with the total composition H16O8 (the ωB97M-V functional and the def2-TZVPD basis).

The geometry in XYZ format:
```
24
Properties=species:S:1:pos:R:3:mulliken_charge:R:1
O 0.441 0.386 -0.418 -0.64
H 0.158 -0.301 -1.049 0.40
H 0.185 0.038 0.449 0.32
O 0.188 -1.782 -2.400 -0.65
H 0.141 -2.714 -2.150 0.32
H -0.706 -1.559 -2.686 0.29
O -0.667 -2.850 1.963 -0.64
H -1.522 -2.802 2.408 0.32
H -0.524 -1.962 1.608 0.30
O -2.224 1.431 -2.878 -0.61
H -2.082 0.485 -2.966 0.28
H -2.598 1.545 -1.996 0.32
O 1.419 3.117 -0.632 -0.64
H 1.492 3.329 -1.569 0.32
H 1.214 2.167 -0.609 0.36
O 0.516 -0.220 2.430 -0.63
H 0.276 -0.490 3.330 0.36
H 1.483 -0.248 2.416 0.22
O -1.932 0.713 3.716 -0.64
H -1.240 0.679 3.042 0.35
H -2.086 1.653 3.865 0.33
O 2.795 -0.347 -2.308 -0.65
H 1.981 -0.524 -1.821 0.32
H 3.291 0.258 -1.744 0.31
```

Properties
* structure (SMILES): O.O.O.O.O.O.O.O
* total charge: 0
* strongest force on any atom: 0.6 eV Å⁻¹
* ΔE to the lowest compared entry with this formula, charge and spin: 51.8 kcal/mol
* gap between HOMO and LUMO: 10.6 eV

---

Entry from OMol25: 8 unconnected molecules or ions with the total composition H16O8 at a distorted geometry (the ωB97M-V functional and the def2-TZVPD basis).

The geometry in XYZ format:
```
24
Properties=species:S:1:pos:R:3:mulliken_charge:R:1
O 1.612 -0.944 2.520 -0.59
H 2.373 -1.240 3.088 0.31
H 1.268 -1.689 2.000 0.28
O -1.210 2.026 1.380 -0.60
H -0.939 2.326 0.503 0.30
H -0.461 1.542 1.813 0.30
O 0.551 -0.151 -0.665 -0.62
H 1.296 -0.110 -0.128 0.27
H -0.074 -0.660 -0.185 0.36
O 1.077 1.628 -3.112 -0.61
H 1.188 0.804 -2.634 0.32
H 0.463 2.077 -2.533 0.29
O 3.130 0.866 0.125 -0.59
H 3.231 0.991 1.066 0.29
H 3.991 0.878 -0.241 0.27
O -3.220 -0.316 1.743 -0.66
H -2.431 -0.652 1.340 0.36
H -3.628 0.199 1.021 0.29
O -1.553 -1.749 0.226 -0.66
H -0.958 -2.434 0.645 0.30
H -1.920 -2.094 -0.546 0.29
O -1.184 -0.738 -2.733 -0.57
H -1.840 -0.067 -2.763 0.32
H -0.764 -0.498 -1.934 0.33
```

Properties
* structure (SMILES): O.O.O.O.O.O.O.O
* total charge: 0
* strongest force on any atom: 3.8 eV Å⁻¹
* ΔE to the lowest compared entry with this formula, charge and spin: 64.1 kcal/mol
* gap between HOMO and LUMO: 10.1 eV